77
Properties=species:S:1:pos:R:3 method="wB97M-V/def2-TZVPD" charge=-1 energy_ev=-63593.330 lumo_energy_ev=1.321 orbital_gap_ev=2.9
F -5.2717 3.4800 -4.2037
C -5.1816 2.7794 -3.0471
F -4.4870 3.5468 -2.1413
F -6.4522 2.6369 -2.5312
C -4.5543 1.4259 -3.1789
N -4.5268 0.8345 -1.8360
C -5.5006 -0.1531 -1.5897
C -5.6224 -1.2195 -2.4963
C -6.5657 -2.2167 -2.2686
C -7.4381 -2.1173 -1.1767
C -7.3604 -1.0220 -0.3079
C -6.3992 -0.0358 -0.5160
C -3.4580 1.0524 -0.9999
C -3.5287 0.6810 0.3600
C -2.3856 0.6269 1.1259
C -1.1199 1.0178 0.6111
C 0.0671 0.8789 1.3956
C 1.3609 0.9236 0.7973
C 2.4486 1.5748 1.4341
C 3.7101 1.5431 0.8808
C 3.9747 0.7516 -0.2691
N 5.2518 0.6148 -0.7645
C 6.3188 1.5173 -0.3220
C 6.3273 2.6921 -1.2545
F 7.2639 3.6330 -0.9732
F 6.5451 2.2506 -2.5430
F 5.0952 3.3040 -1.2669
C 5.6581 -0.4342 -1.6179
C 5.0936 -0.5957 -2.8967
C 5.5467 -1.6094 -3.7385
C 6.5862 -2.4493 -3.3315
C 7.1815 -2.2633 -2.0798
C 6.7411 -1.2467 -1.2365
C 2.8996 0.0624 -0.8764
C 1.6132 0.2036 -0.3989
C -1.1117 1.5721 -0.7034
C -2.2442 1.5917 -1.4891
H -5.2061 0.8186 -3.8115
H -3.5620 1.5259 -3.6192
H -4.9443 -1.2520 -3.3522
H -6.6196 -3.0609 -2.9562
H -8.1725 -2.9044 -0.9920
H -8.0521 -0.9214 0.5299
H -6.3254 0.8333 0.1403
H -4.4880 0.4173 0.8073
H -2.4212 0.0872 2.0881
H 0.0037 1.0502 2.4748
H 2.2685 2.1174 2.3624
H 4.5063 2.1095 1.3588
H 6.1663 1.8718 0.6973
H 7.2776 1.0072 -0.4252
H 4.3003 0.0861 -3.2124
H 5.0827 -1.7333 -4.7156
H 6.9264 -3.2516 -3.9873
H 7.9984 -2.9052 -1.7533
H 7.2128 -1.0707 -0.2667
H 3.0710 -0.5827 -1.7341
H 0.7929 -0.2995 -0.9107
H -0.2025 2.0142 -1.1127
H -2.1940 2.0096 -2.4908
C 1.5815 -1.5265 4.3479
Na -2.6616 1.2290 3.8814
C 1.7245 -1.5405 2.9385
C 0.4278 -1.5025 2.3469
C -0.5406 -1.6243 3.3946
C 0.1742 -1.5414 4.6542
C -0.5671 -1.4717 5.8381
C -1.9612 -1.4158 5.7712
C -2.6482 -1.5562 4.5512
C -1.9341 -1.7663 3.3675
H 2.3812 -1.4624 5.0870
H 2.6752 -1.5536 2.4036
H 0.1855 -1.6489 1.2935
H -0.0318 -1.4378 6.7898
H -2.5384 -1.3302 6.6983
H -3.7451 -1.5671 4.5322
H -2.4163 -2.0831 2.4354